The following is a DFT calculation (wB97M-V/def2-TZVPD) of a molecular structure, CH3NS2 in a non-equilibrium geometry.

Each line ends with the Mulliken spin population.
Geometry (Å):
C1 0.16 0.97 -0.26  -0.036
N1 0.43 -0.18 0.62  0.637
S1 1.85 0.27 -0.04  0.468
S2 -0.66 -1.94 -0.36  0.942
H1 -0.59 0.74 -1.13  -0.012
H2 0.01 1.86 0.36  0.013
H3 -1.20 -1.71 0.81  -0.012

As for the relative energy (zero: lowest compared OMol25 entry of this formula, charge and spin): 36.32 kcal/mol. Its highest occupied orbital energy (spin up / spin down) is -7.768 / -8.854 eV. The value obtained for the HOMO-LUMO gap (spin up / spin down) is 8.05 / 6.59 eV. The value obtained for the energy is -24241.4169 eV. As for the expectation value of S²: 2.009. Its spin multiplicity is 3.

=====

The following is a DFT calculation (wB97M-V/def2-TZVPD) of C4H8O2 in the gas phase in a non-equilibrium geometry.

Each line ends with the Mulliken charge.
Geometry (Å):
C1 -1.72 -0.46 0.58  -1.146
C2 -0.32 -0.29 1.13  0.051
O1 0.91 -0.98 0.55  -0.446
C3 0.72 0.41 0.40  -0.005
C4 0.65 0.63 -1.09  -0.545
O2 1.97 0.59 -1.59  -0.527
H1 -1.68 -0.76 -0.47  0.328
H2 -2.31 0.48 0.59  0.286
H3 -2.31 -1.20 1.12  0.309
H4 0.07 -0.68 2.07  0.451
H5 1.40 1.10 0.91  0.340
H6 0.22 1.59 -1.36  0.298
H7 0.05 -0.17 -1.53  0.291
H8 2.35 -0.26 -1.32  0.316

As for the relative energy (zero: lowest compared OMol25 entry of this formula, charge and spin): 68.44 kcal/mol. Its highest occupied orbital energy is -10.060 eV. The value obtained for the HOMO-LUMO gap is 11.11 eV. The value obtained for the energy is -8370.3139 eV. Its spin multiplicity is 1.

=====

The following is a DFT calculation (wB97M-V/def2-TZVPD) of a molecular structure, C41H51Br3Cl3CrN10 in a non-equilibrium geometry.

Each line ends with the Mulliken spin population.
Geometry (Å):
Cr1 0.94 0.08 -0.08  2.889
Cl1 0.72 0.91 1.92  0.041
Cl2 1.18 1.99 -1.23  0.015
Cl3 -1.17 -0.49 -0.35  -0.007
C1 -2.79 5.26 0.84  0.001
Br1 -2.26 3.50 0.76  0.000
Br2 -1.49 6.40 0.18  0.000
Br3 -3.64 5.80 2.46  0.000
H1 -3.62 5.30 0.11  0.000
N1 1.61 2.92 5.13  0.000
C2 2.35 3.82 5.86  0.000
C3 3.43 3.06 6.34  0.000
C4 3.27 1.73 5.89  0.000
C5 2.13 1.70 5.15  0.000
H2 0.73 3.22 4.76  0.000
H3 1.93 4.78 6.09  0.000
H4 4.26 3.48 6.87  0.000
H5 4.01 0.95 6.16  0.000
H6 1.57 0.96 4.60  0.001
N2 -5.07 -1.80 1.86  0.000
C6 -5.56 -2.29 3.04  0.000
C7 -4.81 -1.74 4.03  0.000
C8 -3.86 -0.85 3.43  0.000
C9 -4.07 -0.94 2.11  0.003
H7 -5.46 -1.97 0.95  0.000
H8 -6.43 -2.95 3.03  0.000
H9 -4.85 -1.87 5.14  0.000
H10 -3.07 -0.33 3.99  0.000
H11 -3.68 -0.41 1.25  0.003
N3 1.40 0.07 -4.29  0.000
C10 2.12 -0.80 -5.02  0.000
C11 1.35 -1.89 -5.30  0.000
C12 0.10 -1.67 -4.64  -0.001
C13 0.14 -0.48 -4.01  -0.001
H12 1.85 0.88 -3.88  -0.001
H13 3.05 -0.43 -5.46  0.000
H14 1.62 -2.65 -5.96  0.000
H15 -0.66 -2.44 -4.66  0.000
H16 -0.52 0.13 -3.45  0.010
N4 -1.07 -2.92 2.39  -0.001
C14 -0.33 -2.28 3.40  0.000
C15 0.88 -2.88 3.47  0.004
C16 0.87 -3.99 2.54  0.003
C17 -0.35 -3.99 1.87  0.002
H17 -2.06 -2.65 2.20  -0.001
H18 -0.74 -1.46 3.98  -0.003
H19 1.71 -2.63 4.14  0.000
H20 1.63 -4.76 2.44  -0.001
H21 -0.70 -4.59 1.04  -0.001
N5 3.76 3.06 2.41  -0.001
C18 5.07 2.68 2.69  0.001
C19 5.92 3.57 2.12  0.000
C20 5.11 4.72 1.72  0.000
C21 3.78 4.33 1.91  0.003
H22 3.01 2.66 2.91  -0.002
H23 5.38 1.84 3.32  0.000
H24 7.01 3.52 2.24  0.000
H25 5.50 5.57 1.16  0.000
H26 2.93 4.90 1.70  0.000
N6 -1.53 -5.21 -2.74  0.000
C22 -2.28 -5.99 -1.92  0.000
C23 -2.62 -5.32 -0.77  0.000
C24 -1.98 -4.04 -0.93  -0.002
C25 -1.34 -3.99 -2.10  0.000
H27 -1.14 -5.55 -3.63  0.000
H28 -2.54 -7.00 -2.20  0.000
H29 -3.23 -5.70 0.03  0.000
H30 -2.00 -3.24 -0.19  0.002
H31 -0.82 -3.25 -2.62  0.004
N7 5.70 1.35 -1.03  0.001
C26 4.98 2.36 -1.56  0.002
C27 5.08 2.33 -2.91  0.001
C28 5.99 1.27 -3.21  -0.001
C29 6.30 0.64 -2.01  0.000
H32 5.95 1.27 -0.05  0.000
H33 4.52 3.06 -0.90  0.001
H34 4.43 2.93 -3.49  0.000
H35 6.25 0.95 -4.15  0.000
H36 6.93 -0.21 -1.85  0.000
N8 1.95 -2.09 0.60  0.030
C30 1.79 -2.39 -0.69  -0.034
C31 2.37 -1.38 -1.48  0.024
C32 3.08 -0.51 -0.53  -0.030
C33 2.77 -1.00 0.70  -0.007
H37 1.71 -2.63 1.40  0.003
H38 1.03 -3.14 -0.94  -0.013
H39 2.37 -1.42 -2.52  0.024
H40 3.54 0.44 -0.77  0.016
H41 2.97 -0.68 1.69  0.016
N9 -3.90 1.86 -4.34  0.000
C34 -3.51 3.16 -4.40  0.000
C35 -2.38 3.31 -3.68  0.001
C36 -2.00 2.03 -3.11  0.016
C37 -2.99 1.19 -3.55  0.001
H42 -4.67 1.53 -4.86  0.000
H43 -3.95 3.97 -4.99  0.000
H44 -1.89 4.28 -3.64  0.000
H45 -1.30 1.89 -2.35  -0.016
H46 -3.20 0.14 -3.39  0.000
N10 -4.33 -1.10 -1.35  0.004
C38 -5.10 -2.17 -1.68  0.000
C39 -6.39 -1.80 -1.54  0.000
C40 -6.39 -0.41 -1.17  0.001
C41 -5.09 -0.01 -1.11  0.000
H47 -3.35 -1.10 -1.57  0.005
H48 -4.75 -3.14 -2.08  0.000
H49 -7.26 -2.39 -1.74  0.000
H50 -7.19 0.28 -1.01  0.000
H51 -4.64 0.96 -0.92  -0.002

Its highest occupied orbital energy (spin up / spin down) is -8.164 / -8.164 eV. The value obtained for the HOMO-LUMO gap (spin up / spin down) is 7.10 / 8.08 eV. The value obtained for the energy is -334361.3025 eV. As for the expectation value of S²: 3.798. Its spin multiplicity is 4.

=====

The following is a DFT calculation (wB97M-V/def2-TZVPD) of C3H4F2S in the gas phase in a non-equilibrium geometry.

Each line ends with the Mulliken charge.
Geometry (Å):
C1 0.34 -0.41 0.47  -0.401
C2 -0.63 0.75 0.16  0.065
C3 -0.73 -0.51 -0.59  -0.132
H1 2.43 0.70 0.13  0.136
H2 0.28 -1.05 1.36  0.359
H3 -1.36 0.96 0.92  0.363
H4 -0.42 -0.54 -1.62  0.404
F1 -0.12 1.84 -0.35  -0.269
F2 -1.84 -1.20 -0.22  -0.297
S1 2.05 -0.53 -0.26  -0.227

As for the relative energy (zero: lowest compared OMol25 entry of this formula, charge and spin): 26.96 kcal/mol. Its highest occupied orbital energy is -9.484 eV. The value obtained for the HOMO-LUMO gap is 10.32 eV. The value obtained for the energy is -19444.3015 eV. Its spin multiplicity is 1.

=====

The following is a DFT calculation (wB97M-V/def2-TZVPD) of a molecular structure, C29H24ClHgNO7PS5 in a non-equilibrium geometry.

Each line ends with the Mulliken spin population.
Geometry (Å):
Hg1 0.31 1.04 1.46  0.530
N1 -2.07 -1.01 -0.83  0.008
C1 -2.15 -2.27 -0.33  0.005
C2 -3.35 -2.99 -0.44  -0.002
C3 -3.41 -4.32 -0.10  0.005
C4 -2.29 -4.96 0.40  -0.002
C5 -1.11 -4.26 0.55  -0.002
C6 -1.00 -2.92 0.18  0.030
P1 0.57 -1.96 0.40  0.088
C7 1.62 -3.30 1.07  0.028
C8 1.60 -3.50 2.45  -0.003
C9 2.46 -4.40 3.05  -0.003
C10 3.35 -5.13 2.27  0.002
C11 3.37 -4.94 0.89  0.000
C12 2.51 -4.04 0.30  0.001
C13 1.09 -1.89 -1.36  0.007
C14 0.66 -2.85 -2.27  -0.013
C15 1.14 -2.84 -3.57  -0.001
C16 2.05 -1.88 -3.97  0.002
C17 2.44 -0.89 -3.08  0.000
C18 1.96 -0.90 -1.79  -0.035
H1 -2.91 -0.45 -0.83  0.001
H2 -1.27 -0.45 -0.55  -0.012
H3 -4.22 -2.47 -0.81  0.000
H4 -4.34 -4.87 -0.23  0.001
H5 -2.32 -6.01 0.66  0.000
H6 -0.24 -4.77 0.94  0.000
H7 0.91 -2.91 3.05  -0.003
H8 2.44 -4.55 4.12  0.000
H9 4.02 -5.84 2.73  0.000
H10 4.06 -5.51 0.28  0.000
H11 2.54 -3.89 -0.77  0.000
H12 -0.05 -3.60 -1.97  0.000
H13 0.82 -3.59 -4.27  0.000
H14 2.45 -1.89 -4.98  0.000
H15 3.13 -0.12 -3.39  0.000
H16 2.28 -0.15 -1.08  0.004
O1 -3.60 3.09 1.64  0.000
Cl1 -3.35 1.73 1.31  -0.001
O2 -4.58 1.07 1.01  0.003
O3 -2.71 1.07 2.40  0.008
O4 -2.51 1.65 0.14  -0.001
C19 3.90 2.83 1.92  0.001
S1 2.44 3.88 2.19  0.039
C20 2.30 4.65 0.62  0.042
C21 2.18 4.03 -0.59  -0.014
S2 2.18 2.38 -0.92  0.170
S3 2.04 5.16 -1.96  0.005
C22 2.06 6.64 -1.07  0.000
S4 1.94 8.12 -1.77  0.004
S5 2.23 6.40 0.64  0.003
H17 4.07 2.30 2.85  -0.002
H18 4.75 3.46 1.67  0.002
H19 3.69 2.13 1.12  0.003
O5 5.02 0.17 3.97  0.001
C23 5.60 -0.27 2.84  0.002
C24 6.99 -0.30 2.74  0.000
C25 7.60 -0.75 1.58  0.000
C26 6.83 -1.16 0.50  0.000
C27 5.45 -1.13 0.59  0.001
C28 4.83 -0.70 1.75  0.000
C29 3.32 -0.69 1.83  0.087
O6 2.79 -0.27 2.89  0.022
O7 2.71 -1.09 0.81  -0.013
H20 4.03 0.09 3.79  0.002
H21 7.59 0.03 3.57  0.000
H22 8.68 -0.78 1.52  0.000
H23 7.31 -1.49 -0.41  0.000
H24 4.83 -1.44 -0.23  0.000

Its highest occupied orbital energy (spin up / spin down) is -2.503 / -2.618 eV. The charge is -2. The value obtained for the HOMO-LUMO gap (spin up / spin down) is 6.54 / 5.06 eV. The value obtained for the energy is -126443.6971 eV. As for the expectation value of S²: 0.758. Its spin multiplicity is 2.